Entry 1:
# C3H5N3

C3H5N3 in the gas phase at a distorted geometry (ωB97M-V with the def2-TZVPD basis set, OMol25).

Properties
Total charge: 0
E_HOMO (spin up / spin down), eV: -9.01 / -9.87
Relative energy (zero: lowest compared OMol25 entry of this formula, charge and spin), kcal/mol: 117.9
Gap between HOMO and LUMO (spin up / spin down), eV: 7.2220 / 8.8513

Last column: Mulliken charge in e.
Cartesian coordinates (Å):
N1 -1.639 1.586 -0.135  -0.61
C1 -0.574 0.834 0.039  0.62
C2 -0.551 -0.705 0.070  -0.41
N2 0.742 -1.291 -0.167  -0.45
C3 1.743 -0.548 -0.196  -0.19
N3 0.492 1.523 0.339  -0.50
H1 -2.471 1.039 0.097  0.24
H2 -0.904 -1.055 1.048  0.29
H3 -1.256 -1.062 -0.690  0.31
H4 2.760 -0.909 -0.355  0.30
H5 1.658 0.587 -0.050  0.40

***

Entry 2:
# C3H5N3

C3H5N3 as an isolated structure at a distorted geometry (ωB97M-V with the def2-TZVPD basis set, OMol25).

Properties
Total charge: 0
E_HOMO, eV: -8.01
Relative energy (zero: lowest compared OMol25 entry of this formula, charge and spin), kcal/mol: 116.4
Gap between HOMO and LUMO, eV: 8.8605

Last column: Mulliken charge in e.
Cartesian coordinates (Å):
C1 -0.159 0.125 0.908  -0.02
C2 0.635 -0.756 -0.107  -0.59
C3 1.202 0.578 -0.509  0.04
N1 0.662 1.289 0.417  -0.58
N2 -1.459 0.232 0.078  0.37
N3 -2.320 -0.520 -0.069  -0.80
H1 -0.368 -0.135 2.015  0.36
H2 1.346 -1.468 0.371  0.26
H3 0.163 -1.157 -0.967  0.28
H4 1.647 0.813 -1.460  0.33
H5 -1.350 1.000 -0.678  0.35

***

Entry 3:
# C3H5N3

C3H5N3 as an isolated structure at a distorted geometry (ωB97M-V with the def2-TZVPD basis set, OMol25).

Properties
Total charge: 0
E_HOMO, eV: -9.34
Relative energy (zero: lowest compared OMol25 entry of this formula, charge and spin), kcal/mol: 66.1
Gap between HOMO and LUMO, eV: 9.6335

Last column: Mulliken charge in e.
Cartesian coordinates (Å):
C1 -1.505 0.390 -0.563  -0.72
N1 -0.572 -0.458 0.142  -0.32
C2 0.715 -0.251 0.298  0.34
N2 1.274 -1.426 0.532  -0.55
C3 1.384 1.029 0.209  0.10
N3 1.905 2.060 0.138  -0.33
H1 -1.179 1.438 -0.541  0.30
H2 -1.607 0.083 -1.611  0.25
H3 -2.487 0.324 -0.088  0.23
H4 -0.054 -1.683 0.406  0.48
H5 2.125 -1.506 1.077  0.21

***

Entry 4:
# C3H5N3

C3H5N3 as an isolated structure (ωB97M-V with the def2-TZVPD basis set, OMol25).

Properties
Total charge: 0
E_HOMO, eV: -9.73
Relative energy (zero: lowest compared OMol25 entry of this formula, charge and spin), kcal/mol: 117.8
Gap between HOMO and LUMO, eV: 10.3949

Last column: Mulliken charge in e.
Cartesian coordinates (Å):
C1 0.670 1.425 0.440  -0.73
N1 0.227 0.089 0.034  0.45
C2 -0.876 -0.658 0.663  -0.68
C3 -1.101 -1.526 -0.396  -0.11
N2 -0.358 -1.247 -1.512  -0.29
N3 0.451 -0.287 -1.281  -0.40
H1 1.691 1.581 0.090  0.29
H2 0.003 2.160 -0.012  0.29
H3 0.604 1.487 1.526  0.34
H4 0.497 -0.682 0.874  0.41
H5 -1.809 -2.344 -0.425  0.42

***

Entry 5:
# C3H5N3

C3H5N3 as an isolated structure at a distorted geometry (ωB97M-V with the def2-TZVPD basis set, OMol25).

Properties
Total charge: 0
E_HOMO, eV: -10.38
Relative energy (zero: lowest compared OMol25 entry of this formula, charge and spin), kcal/mol: 72.0
Gap between HOMO and LUMO, eV: 11.3295

Last column: Mulliken charge in e.
Cartesian coordinates (Å):
C1 -1.668 -0.075 -0.132  -0.99
C2 -0.176 -0.145 0.008  0.64
C3 0.751 0.888 0.202  -0.22
N1 1.972 0.361 0.414  -0.41
N2 1.754 -1.105 0.266  -0.38
N3 0.488 -1.320 -0.023  -0.27
H1 -2.039 -0.954 -0.673  0.31
H2 -1.979 0.830 -0.668  0.31
H3 -2.151 -0.063 0.856  0.23
H4 0.583 1.960 0.221  0.40
H5 2.467 -0.376 -0.471  0.37

***

Entry 6:
# C3H5N3

C3H5N3 in the gas phase at a distorted geometry (ωB97M-V with the def2-TZVPD basis set, OMol25).

Properties
Total charge: 0
E_HOMO, eV: -9.56
SMILES: NC1C=NN=C1
Relative energy (zero: lowest compared OMol25 entry of this formula, charge and spin), kcal/mol: 54.2
Gap between HOMO and LUMO, eV: 9.7923

Last column: Mulliken charge in e.
Cartesian coordinates (Å):
N1 -2.005 -0.103 -0.204  -0.63
C1 -0.641 0.041 0.355  0.52
C2 0.295 1.121 0.053  -0.36
N2 1.488 0.659 -0.130  -0.41
N3 1.398 -0.712 -0.140  -0.40
C3 0.216 -1.118 0.075  -0.34
H1 -2.042 0.159 -1.265  0.28
H2 -2.601 0.626 0.221  0.27
H3 -0.678 0.013 1.428  0.26
H4 0.021 2.190 -0.017  0.37
H5 -0.093 -2.158 0.051  0.43

***

Entry 7:
# C3H5N3

C3H5N3 in the gas phase at a distorted geometry (ωB97M-V with the def2-TZVPD basis set, OMol25).

Properties
Total charge: 0
E_HOMO, eV: -8.20
Relative energy (zero: lowest compared OMol25 entry of this formula, charge and spin), kcal/mol: 75.5
Gap between HOMO and LUMO, eV: 8.5512

Last column: Mulliken charge in e.
Cartesian coordinates (Å):
N1 1.461 0.394 1.023  -0.54
C1 0.376 0.019 0.199  -0.06
C2 -0.785 0.773 0.100  -0.12
N2 -1.720 0.297 -0.687  -0.39
N3 -0.860 -1.305 -1.340  -0.39
C3 0.201 -1.107 -0.649  0.00
H1 2.332 0.512 0.523  0.24
H2 1.599 -0.218 1.817  0.24
H3 -0.874 1.707 0.663  0.39
H4 -2.565 0.896 -0.736  0.24
H5 0.835 -1.969 -0.913  0.39

***

Entry 8:
# C3H5N3

A 2-piece molecular cluster, C3H5N3 overall at a distorted geometry (ωB97M-V with the def2-TZVPD basis set, OMol25).

Properties
Total charge: 0
E_HOMO (spin up / spin down), eV: -9.12 / -9.12
Relative energy (zero: lowest compared OMol25 entry of this formula, charge and spin), kcal/mol: 132.6
Gap between HOMO and LUMO (spin up / spin down), eV: 8.5688 / 8.5717

Last column: Mulliken charge in e.
Cartesian coordinates (Å):
C1 1.321 0.970 0.653  -0.66
N1 0.235 0.528 -0.144  -0.37
C2 -0.043 -0.230 -1.089  0.45
N2 -0.914 -1.041 -1.528  -0.56
C3 -1.852 -0.999 0.393  0.02
N3 -1.200 -0.411 1.174  -0.36
H1 1.210 2.047 0.808  0.26
H2 1.241 0.482 1.633  0.27
H3 2.282 0.732 0.195  0.32
H4 0.417 -0.556 -2.102  0.33
H5 -2.697 -1.521 0.008  0.31

***

Entry 9:
# C3H5N3

C3H5N3 in the gas phase (ωB97M-V with the def2-TZVPD basis set, OMol25).

Properties
Total charge: 0
E_HOMO (spin up / spin down), eV: -8.32 / -8.03
Relative energy (zero: lowest compared OMol25 entry of this formula, charge and spin), kcal/mol: 128.4
Gap between HOMO and LUMO (spin up / spin down), eV: 7.8477 / 7.7695

Last column: Mulliken charge in e.
Cartesian coordinates (Å):
N1 -0.227 1.503 -1.334  -0.51
C1 0.159 0.588 -0.372  0.52
C2 1.215 0.626 0.448  -0.62
N2 -0.141 -1.263 1.827  -0.46
N3 -0.749 -1.423 0.741  -0.17
C3 -0.322 -0.768 -0.370  -0.16
H1 -0.566 1.098 -2.198  0.25
H2 0.464 2.227 -1.478  0.27
H3 1.344 0.354 1.492  0.31
H4 -0.744 -1.645 2.566  0.23
H5 -0.433 -1.297 -1.321  0.35

***

Entry 10:
# C3H5N3

C3H5N3 in the gas phase (ωB97M-V with the def2-TZVPD basis set, OMol25).

Properties
Total charge: 0
E_HOMO, eV: -9.08
Relative energy (zero: lowest compared OMol25 entry of this formula, charge and spin), kcal/mol: 71.9
Gap between HOMO and LUMO, eV: 9.8366

Last column: Mulliken charge in e.
Cartesian coordinates (Å):
N1 -1.683 -0.396 -0.503  -0.67
C1 -0.389 -0.204 0.089  0.58
C2 0.776 -1.041 -0.346  -0.63
N2 1.750 -0.164 -0.197  0.19
N3 1.441 1.182 0.116  -0.62
C3 0.166 1.180 0.239  -0.16
H1 -2.426 -0.252 0.173  0.26
H2 -1.738 -1.351 -0.840  0.27
H3 -0.258 -0.681 1.098  0.17
H4 2.732 -0.368 -0.300  0.21
H5 -0.370 2.096 0.469  0.40